Below is a 3-piece molecular cluster, C35H74FIN3O6P2 overall, with properties calculated with ωB97M-V/def2-TZVPD.

The calculation puts the total energy at -3073.47399 Eh. The value obtained for the gap between HOMO and LUMO is 0.2116 Ha. Its molar mass is 840.84 g mol⁻¹. For the strongest force on any atom, the calculation gives 6.46 eV Å⁻¹.

ORCA input file:
```
! RIJCOSX wB97M-V def2-TZVPD def2/J DEFGRID3
* xyz 1 1
C -4.0966 3.7149 -2.2480
C -2.5566 3.6040 -2.7293
C -1.5064 3.8810 -1.5410
C -1.9723 3.2939 -0.1138
C -2.2390 1.7002 -0.3333
C -1.6201 0.9667 0.9393
C -1.8547 -0.6136 1.0499
C -1.8971 -1.4182 -0.3370
C -3.2131 -1.3128 -1.2132
O -4.3368 -1.7460 -0.9499
I -3.0500 -0.3550 -3.2011
C -3.2579 -0.7544 1.8523
O -4.3014 0.0625 1.3493
C -4.8833 0.8988 2.4065
C -5.7914 2.0881 1.7837
C -5.1630 3.5028 2.2680
N -3.5608 -2.2453 1.8674
C -2.5014 -2.7375 2.7634
N -2.9484 -3.3930 3.8592
P -1.9160 -4.1360 5.0823
O -0.6492 -4.7779 4.5524
O -1.5445 -3.1133 6.3753
O -2.8540 -5.4043 5.7631
N -1.0764 -2.6160 2.5666
F -0.6625 -3.7224 1.8436
C -0.6298 -1.3150 1.8638
O 0.3787 -1.8428 0.9553
C 1.4236 -0.9321 0.6067
C 2.8443 -1.1887 1.3638
C 3.4273 0.2549 1.8359
C 3.9228 -1.7312 0.2743
C 3.4671 -3.2518 -0.0564
C 5.4342 -1.6591 0.7978
P 0.1380 -0.2633 3.2342
C 1.0825 -1.4821 4.3708
C -1.0838 0.5804 4.3724
H -4.1037 4.4619 -1.3826
H -4.4732 2.6818 -1.9560
H -4.7362 4.1716 -3.0760
H -2.4024 4.4371 -3.5091
H -2.3534 2.6301 -3.2935
H -0.5240 3.3791 -1.8697
H -1.3061 4.9985 -1.5298
H -2.8675 3.8298 0.3262
H -1.0383 3.3682 0.5552
H -3.3319 1.4857 -0.5366
H -1.5700 1.4212 -1.2267
H -0.5432 1.3116 1.0075
H -2.1473 1.4284 1.8553
H -1.0292 -1.0860 -1.0102
H -1.8147 -2.5337 -0.0643
H -3.1447 -0.4767 2.9661
H -5.5114 0.2407 3.1108
H -4.0699 1.4417 3.0147
H -5.8664 2.0379 0.6531
H -6.8155 2.0387 2.2994
H -4.0360 3.5166 2.0799
H -5.2886 3.6404 3.4004
H -5.6466 4.3903 1.7543
H -4.4824 -2.3219 2.3285
H -3.9715 -3.4745 4.0098
H -1.8761 -3.5232 7.2136
H -3.4808 -5.7282 5.0699
H 1.2141 0.1772 0.6585
H 1.6765 -1.1351 -0.5013
H 2.7608 -1.9198 2.2258
H 2.6080 1.0159 2.0393
H 4.0801 0.7045 1.0038
H 4.0489 0.1657 2.7882
H 3.7970 -1.1126 -0.6892
H 2.6316 -3.2840 -0.8228
H 3.1772 -3.7130 0.9498
H 4.3932 -3.7681 -0.4885
H 5.9767 -2.5909 0.4168
H 5.5123 -1.5701 1.9384
H 5.9000 -0.7281 0.3113
H 1.3760 -2.4398 3.8403
H 2.0125 -0.9710 4.8121
H 0.4498 -1.7727 5.2891
H -1.8726 -0.1557 4.7843
H -1.5988 1.5029 3.9628
H -0.5023 0.9247 5.3039
C 7.9261 -3.7638 3.2926
C 8.9347 -2.9059 2.5405
C 9.2164 -3.4082 1.1238
C 9.8417 -4.8033 1.0384
C 11.1630 -4.9726 1.7908
C 12.2762 -4.0796 1.2597
H 8.2886 -4.7843 3.4337
H 7.7364 -3.3404 4.2829
H 6.9739 -3.8060 2.7558
H 9.8626 -2.8404 3.1156
H 8.5424 -1.8852 2.4748
H 9.8657 -2.6865 0.6173
H 8.2783 -3.4154 0.5561
H 10.0017 -5.0473 -0.0186
H 9.1282 -5.5459 1.4115
H 11.4810 -6.0163 1.6990
H 11.0215 -4.7884 2.8599
H 12.4650 -4.2794 0.2016
H 13.2028 -4.2651 1.8087
H 12.0331 -3.0203 1.3713
C -3.6482 3.2262 -6.4400
C -5.1152 3.5965 -6.2653
C -5.9341 3.4412 -7.5474
C -5.5035 4.3405 -8.7094
C -5.5124 5.8409 -8.4104
C -6.8964 6.3788 -8.0729
H -3.1495 3.8780 -7.1607
H -3.1203 3.3215 -5.4879
H -3.5455 2.1918 -6.7805
H -5.1930 4.6185 -5.8821
H -5.5487 2.9472 -5.4967
H -6.9883 3.6253 -7.3158
H -5.8793 2.3981 -7.8798
H -6.1642 4.1450 -9.5621
H -4.4987 4.0546 -9.0385
H -5.1392 6.3708 -9.2929
H -4.8183 6.0738 -7.5971
H -7.5962 6.1962 -8.8927
H -6.8506 7.4574 -7.9022
H -7.2998 5.9184 -7.1679
*
```


Below is a 10-piece molecular cluster, C35H74NO17 overall, with properties calculated with ωB97M-V/def2-TZVPD.

The calculation puts the total energy at -2711.24890 Eh. The value obtained for the gap between HOMO and LUMO is 0.3771 Ha. Its molar mass is 780.97 g mol⁻¹. The value obtained for the relative energy (zero: lowest compared OMol25 entry of this formula, charge and spin) is 0.0 kcal/mol. For the strongest force on any atom, the calculation gives 9.30 eV Å⁻¹.

ORCA input file:
```
! RIJCOSX wB97M-V def2-TZVPD def2/J DEFGRID3
* xyz 1 1
N 8.7080 50.0030 11.1730
H 9.3540 50.6770 11.4270
H 8.6950 49.1410 11.8710
H 8.8270 49.7670 10.2110
H 7.9820 50.7370 11.3570
O 10.2300 47.1240 10.4730
C 10.8940 46.6180 9.5840
O 10.8100 45.3300 9.3470
C 10.0890 44.4130 10.1040
C 9.9830 43.1490 9.3180
C 11.7360 47.4070 8.6540
H 9.0240 44.6900 10.1720
H 10.5270 43.8970 10.9520
H 9.1950 42.4220 9.9210
H 10.8310 42.4660 9.4060
H 9.5640 43.2660 8.3380
H 11.7940 47.0440 7.5590
H 12.6860 47.3900 9.0360
H 11.2230 48.3790 8.6080
O 10.5350 49.3590 13.8640
C 10.5030 48.7620 14.8670
O 11.2720 47.6180 15.1000
C 12.2920 47.1890 14.2220
C 12.5890 45.6500 14.2100
C 9.6380 49.0700 16.0240
H 13.0070 47.7820 14.3590
H 12.2820 47.5290 13.1490
H 11.7110 45.0370 13.7800
H 12.5770 45.2960 15.2460
H 13.3810 45.5740 13.6870
H 10.2040 49.0590 16.8390
H 8.9060 48.4640 16.1620
H 8.9150 50.1180 15.8180
O 6.9000 47.9110 12.0870
C 6.9150 46.8790 12.7360
O 5.8730 46.1190 12.8920
C 4.6580 46.3540 12.1300
C 3.7310 45.1700 12.1920
C 8.1150 46.4750 13.6140
H 4.9420 46.5700 10.9830
H 4.1830 47.1810 12.3400
H 2.8870 45.3030 11.5180
H 3.4280 44.9910 13.2880
H 4.2030 44.3760 11.6870
H 9.0050 46.9960 13.2890
H 8.1500 45.3640 13.5710
H 8.0260 46.5340 14.5900
O 8.8760 53.0590 11.1990
C 8.7040 54.2460 11.2370
O 8.9840 55.1070 12.2380
C 9.5280 54.5350 13.4020
C 11.0730 54.5750 13.1850
C 8.0340 55.0520 10.1050
H 9.1040 53.6710 13.5160
H 9.1800 55.1300 14.0940
H 11.5580 54.1410 13.9600
H 11.4950 55.5970 13.3970
H 11.4340 54.3430 12.1310
H 6.9220 54.9230 10.2890
H 8.3960 54.4700 9.2360
H 8.4890 55.9650 9.9640
O 5.6030 51.2270 10.3360
C 4.7990 52.1910 9.9670
O 4.3700 53.1470 10.7790
C 4.9000 53.4310 12.0360
C 4.6250 54.8650 12.3000
C 4.1470 52.0080 8.6780
H 5.8870 53.0080 12.0110
H 4.4390 52.6730 12.8770
H 4.8560 55.5210 11.5150
H 5.1750 54.9940 13.1870
H 3.4340 54.9460 12.3590
H 4.0890 52.8740 7.9110
H 2.9640 51.7910 8.8510
H 4.3330 51.2500 8.0700
O 7.4260 51.4280 13.6680
C 6.4980 51.1650 14.3530
O 6.1790 51.9540 15.4050
C 6.8930 53.1850 15.7250
C 5.8440 54.0270 16.4180
C 5.4840 50.0870 14.2790
H 7.1940 53.6110 14.8720
H 7.7990 53.0690 16.3210
H 6.4180 54.9550 16.5830
H 5.6200 53.4890 17.4830
H 5.0200 54.3480 15.6770
H 5.1290 50.2480 13.2630
H 4.6250 50.2300 15.0170
H 6.0280 49.2540 14.4930
O 11.5410 50.8690 9.9740
C 12.5260 51.5030 10.0190
O 13.1050 51.7760 11.2060
C 12.8270 50.8330 12.2730
C 13.7790 51.0540 13.4970
C 13.2320 52.2850 8.9300
H 12.8760 49.7570 11.9470
H 11.8010 51.3160 12.6100
H 14.9800 50.8640 13.0570
H 13.3690 50.4470 14.3270
H 13.7340 52.0080 13.9900
H 13.0360 51.9730 7.8200
H 14.2540 52.3400 9.1800
H 12.9070 53.2780 8.8660
O 5.6590 51.7770 5.3100
C 6.2630 52.8180 5.6360
O 7.3180 52.7920 6.5050
C 8.0260 51.6470 6.9550
C 9.2190 51.9350 7.7640
C 5.9040 54.1510 5.0730
H 8.3700 51.1200 6.0200
H 7.3650 50.9960 7.5660
H 9.7090 51.0430 8.1380
H 8.9500 52.4560 8.7090
H 10.0920 52.3680 7.3310
H 6.1670 54.8640 5.7720
H 4.6910 54.2660 4.8590
H 6.3290 54.1790 3.9410
C 5.7400 47.7920 8.5490
C 7.1640 47.6020 8.1300
O 8.0210 48.6120 8.0840
C 7.5900 46.1520 7.8640
H 5.3170 46.9910 8.8260
H 5.1290 48.2730 7.5590
H 5.8020 48.5280 9.2880
H 8.7180 46.1840 8.0740
H 7.2140 46.0000 6.9470
H 7.0480 45.5200 8.5660
*
```


Below is a 7-piece molecular cluster, C35H75BF9NO11S2 overall, with properties calculated with ωB97M-V/def2-TZVPD.

The calculation puts the total energy at -3980.41202 Eh. The value obtained for the gap between HOMO and LUMO is 0.2574 Ha. Its molar mass is 931.91 g mol⁻¹. For the strongest force on any atom, the calculation gives 7.74 eV Å⁻¹.

ORCA input file:
```
! RIJCOSX wB97M-V def2-TZVPD def2/J DEFGRID3
* xyz 0 1
C 3.7219 3.9265 5.4734
B 4.3021 3.0814 4.1804
O 5.7713 2.7751 4.0790
C 3.2931 2.5382 2.9543
S 2.4449 1.0972 3.7580
C 2.1176 -0.3784 2.6212
O 1.1237 1.4013 4.4992
O 3.4351 0.5497 4.8604
N 4.2872 2.3572 1.8319
C 4.0080 3.1130 0.6873
C 2.5956 4.0078 0.7828
C 1.6173 3.1043 -0.1698
O 0.7840 3.6590 -1.0797
O 1.6921 1.6195 0.0334
C 2.4725 3.8630 2.4450
C 1.0835 4.3247 3.1815
C -0.2976 3.7661 2.5203
C -1.6117 3.7654 3.5069
F -1.7568 5.2099 3.9394
F -1.3762 3.0422 4.8136
C -3.0299 3.3989 2.7908
F -4.1220 3.4589 3.8315
F -3.4058 4.4644 1.7889
S -3.1644 1.7673 1.9272
F -4.2779 1.2402 3.1581
F -4.5685 2.3641 1.0708
F -2.2416 2.2352 0.5641
F -1.8548 1.0382 2.7410
F -3.4429 0.2617 1.1484
H 3.4526 5.0166 5.0961
H 2.7644 3.3404 5.8501
H 4.5968 3.9389 6.2744
H 5.8504 1.7787 4.0159
H 1.7424 -1.2501 3.3457
H 3.1130 -0.7736 2.1356
H 1.2426 -0.2062 1.8579
H 5.1525 1.7798 1.7466
H 4.5774 3.1742 -0.3327
H 2.6855 5.1579 0.4773
H 3.2154 4.7358 2.7890
H 1.0106 5.5149 3.2021
H 1.0752 4.0048 4.3309
H -0.5649 4.5003 1.6174
H -0.0682 2.7258 2.0246
C -0.0462 -5.2119 -0.6670
C 0.4096 -4.9264 0.7548
O 0.5216 -3.5357 1.0467
C -0.6704 -2.7634 0.9233
C -1.7902 -3.2300 1.8380
H 0.6420 -4.7547 -1.3891
H -0.0811 -6.2913 -0.8475
H -1.0410 -4.8082 -0.8651
H 1.4053 -5.3582 0.8970
H -0.2440 -5.4142 1.4840
H -0.9973 -2.7389 -0.1215
H -0.4059 -1.7326 1.1872
H -2.1015 -4.2532 1.6150
H -2.6648 -2.5817 1.7300
H -1.4644 -3.2078 2.8835
C -4.5462 -8.0085 -1.3433
C -4.0904 -7.7230 0.0785
O -3.9784 -6.3323 0.3704
C -5.1704 -5.5600 0.2470
C -6.2902 -6.0266 1.1617
H -3.8580 -7.5513 -2.0654
H -4.5811 -9.0879 -1.5238
H -5.5410 -7.6048 -1.5414
H -3.0947 -8.1548 0.2207
H -4.7440 -8.2109 0.8077
H -5.4973 -5.5356 -0.7978
H -4.9059 -4.5292 0.5109
H -6.6015 -7.0498 0.9387
H -7.1648 -5.3783 1.0537
H -5.9644 -6.0044 2.2072
C -2.5767 -3.8165 -5.8662
C -4.0122 -3.9352 -5.3807
O -4.1372 -4.6289 -4.1417
C -3.4593 -4.0591 -3.0243
C -3.9209 -2.6503 -2.6917
H -2.1245 -4.8107 -5.9719
H -2.5419 -3.3082 -6.8353
H -1.9562 -3.2493 -5.1695
H -4.5858 -4.5050 -6.1187
H -4.4883 -2.9525 -5.3134
H -2.3764 -4.0935 -3.1827
H -3.6657 -4.7096 -2.1662
H -3.7326 -1.9534 -3.5117
H -3.3968 -2.2771 -1.8068
H -4.9978 -2.6376 -2.4925
C 0.6403 -3.7543 8.7376
C 1.7813 -2.7668 8.5541
O 2.2119 -2.6418 7.2010
C 1.2361 -2.1931 6.2634
C 0.6745 -0.8188 6.5867
H 0.9283 -4.7459 8.3665
H 0.3736 -3.8375 9.7963
H -0.2545 -3.4496 8.1911
H 2.6449 -3.1188 9.1271
H 1.5221 -1.7847 8.9606
H 0.4363 -2.9348 6.1677
H 1.7342 -2.1498 5.2876
H 0.1579 -0.8037 7.5492
H -0.0392 -0.5089 5.8175
H 1.4801 -0.0784 6.6361
C 5.6068 6.4691 -4.5377
C 5.6416 5.4685 -3.3939
O 4.3546 5.1777 -2.8545
C 3.4021 4.6148 -3.7537
C 3.8450 3.2901 -4.3517
H 5.1412 7.4077 -4.2117
H 6.6214 6.6823 -4.8898
H 5.0301 6.0977 -5.3870
H 6.2362 5.8901 -2.5774
H 6.1434 4.5438 -3.6940
H 3.1497 5.3375 -4.5366
H 2.4837 4.4519 -3.1775
H 4.7560 3.3934 -4.9458
H 3.0637 2.8862 -5.0024
H 4.0520 2.5629 -3.5593
C -0.2542 4.6323 -9.5116
C 1.0091 4.2924 -8.7376
O 0.9566 4.6794 -7.3667
C -0.0775 4.0917 -6.5807
C -0.0028 2.5755 -6.5199
H -0.4589 5.7090 -9.4571
H -0.1467 4.3464 -10.5630
H -1.1286 4.1143 -9.1128
H 1.8499 4.8325 -9.1844
H 1.2484 3.2280 -8.8211
H -1.0576 4.4256 -6.9368
H 0.0336 4.4912 -5.5657
H -0.1154 2.1201 -7.5065
H -0.7942 2.1811 -5.8756
H 0.9659 2.2559 -6.1208
*
```